Record 1
{"formula": "C5H14NO", "method": "wB97M-V/def2-TZVPD", "relative_energy_kcal_mol": 44.8, "mol_weight_g_mol": 104.2, "total_charge": 1, "e_tot_ha": -328.61492, "multiplicity": 1, "species": ["O", "N", "C", "C", "C", "C", "C", "H", "H", "H", "H", "H", "H", "H", "H", "H", "H", "H", "H", "H", "H"], "positions_angstrom": [[-0.48130, 2.56399, 0.40818], [-0.40199, -0.92860, -1.18832], [-0.58490, -1.09749, 0.36179], [-1.62013, -0.34106, 1.09191], [0.80502, -0.75095, 0.91537], [0.74000, 0.14297, -1.28980], [1.76310, -0.29966, -0.30027], [2.65004, 0.41138, -0.14493], [0.44703, 1.18981, -1.13976], [1.21212, -1.71980, 1.16236], [-2.71338, -0.57347, 0.85266], [-0.77243, -2.17952, 0.44362], [2.18906, -1.24324, -0.64608], [-1.67509, 0.78915, 0.85865], [0.27639, 2.75782, 0.96194], [1.05435, 0.09761, -2.33078], [0.18231, -1.61618, -1.67926], [-1.17141, -0.58073, -1.76574], [-0.92336, 3.31634, 0.01135], [1.06840, -0.06190, 1.72235], [-1.54328, -0.39459, 2.20687]]}

=====

Record 2
{"formula": "C5H14NO", "method": "wB97M-V/def2-TZVPD", "relative_energy_kcal_mol": 94.4, "mol_weight_g_mol": 104.2, "total_charge": 1, "e_tot_ha": -328.53577, "multiplicity": 1, "species": ["O", "N", "C", "C", "C", "C", "C", "H", "H", "H", "H", "H", "H", "H", "H", "H", "H", "H", "H", "H", "H"], "positions_angstrom": [[1.57785, 3.15513, -0.17301], [0.00611, -0.19014, -1.87456], [-0.50719, -1.74831, 1.79323], [-0.85020, -0.29422, 1.34218], [0.40644, 0.39082, 0.63937], [0.80304, -0.62884, -0.58496], [-1.12092, -0.33607, -2.43831], [1.81631, -0.65106, -1.16710], [-1.12026, 0.42498, 2.13900], [-1.74558, -0.25467, 0.62361], [-1.00858, -1.97370, 2.72502], [0.45843, -1.58186, -0.39659], [0.47483, 0.61055, -2.49392], [0.54319, -2.03019, 2.03267], [0.17879, 1.41080, 0.49745], [1.92482, 3.51640, 0.61408], [-0.84474, -2.54783, 1.19080], [1.33038, 0.31939, 1.21372], [-1.99148, -0.69469, -1.81029], [0.78214, 3.58580, -0.38823], [-1.11338, -0.48228, -3.48415]]}

=====

Record 3
{"formula": "C5H14NO", "method": "wB97M-V/def2-TZVPD", "relative_energy_kcal_mol": 50.8, "mol_weight_g_mol": 104.2, "total_charge": 1, "e_tot_ha": -328.60521, "multiplicity": 1, "species": ["O", "N", "C", "C", "C", "C", "C", "H", "H", "H", "H", "H", "H", "H", "H", "H", "H", "H", "H", "H", "H"], "positions_angstrom": [[-1.36005, -2.44089, 3.55980], [-1.14598, -0.07908, 1.82834], [0.74286, 0.80643, -2.77299], [1.54331, 2.14906, -2.61807], [-0.14851, -0.36936, 0.71560], [0.78496, -0.03530, -1.44720], [-0.07420, 0.42348, -0.36663], [-1.90832, 0.43402, 1.36687], [1.40152, 2.67930, -1.65678], [-0.79704, 0.66226, 2.40930], [0.51581, -1.06832, -1.63621], [-0.29573, 0.96549, -2.95662], [1.25327, 0.17562, -3.50421], [-1.21401, -0.90593, 2.41537], [-1.63133, -2.16301, 4.46811], [-1.43883, -3.39332, 3.64002], [0.66050, -1.11904, 0.83500], [1.79097, -0.23944, -1.08360], [1.38854, 2.89044, -3.41001], [-0.65230, 1.36611, -0.55187], [2.73864, 1.95058, -2.67644]]}

=====

Record 4
{"formula": "C5H14NO", "method": "wB97M-V/def2-TZVPD", "relative_energy_kcal_mol": 51.9, "mol_weight_g_mol": 104.2, "total_charge": 1, "e_tot_ha": -328.60349, "multiplicity": 1, "species": ["O", "N", "C", "C", "C", "C", "C", "H", "H", "H", "H", "H", "H", "H", "H", "H", "H", "H", "H", "H", "H"], "positions_angstrom": [[3.00101, 0.32947, -1.23068], [0.54886, 1.94755, -0.95677], [0.00322, 1.07308, 0.13297], [-0.99613, -1.49791, 1.29795], [-1.75146, -0.11976, 1.23736], [-1.22863, 0.59944, 0.05771], [-0.63341, -2.20544, -0.01878], [0.36177, -2.70928, 0.02188], [1.32073, 1.28228, -1.42842], [-1.67116, -2.15815, 1.84221], [-2.77552, -0.43522, 1.12437], [-1.67492, 0.34540, 2.28808], [0.72220, 0.80179, 0.88318], [-0.04714, -1.51422, 1.79140], [3.71729, 0.36235, -0.59533], [-1.33497, -2.99049, -0.23796], [-0.08446, 2.17749, -1.73370], [1.09040, 2.77617, -0.75056], [-0.55051, -1.61318, -0.89606], [-2.03647, 0.93832, -0.62020], [2.86110, -0.55928, -1.57525]]}

=====

Which value of multiplicity does entry 3 give?
1